Entry 1:
The following is a DFT calculation (ωB97M-V with the def2-TZVPD basis set) of an isolated molecule of C2H5N5 at a distorted geometry.

Last column: Mulliken charge in e.
CARTESIAN COORDINATES (ANGSTROEM)
H: -0.98405 2.12522 -0.11913  0.2056
N: 0.05135 2.19957 -0.01580  -0.6317
C: 0.57937 1.05397 -0.05089  0.4937
N: 1.97398 0.86861 0.12574  -0.1908
N: 2.29737 -0.33064 0.00472  -0.3018
N: 1.14476 -1.09194 0.08385  -0.1000
N: 0.07392 -0.23765 -0.20812  0.1482
C: -1.34018 -0.62413 0.10866  -0.7765
H: 1.15244 -1.87486 -0.52653  0.2733
H: -1.49295 -0.47279 1.24422  0.2954
H: -1.41735 -1.66081 -0.26013  0.2927
H: -2.03865 0.04544 -0.38659  0.2918

E_HOMO   -0.324 hartree
Structure (SMILES)   [H]/N=c1/nn[nH]n1C
LUMO level   0.361 eV
Energy above the lowest of the compared OMol25 structures with the same formula, charge and spin   76.6 kcal per mole

Entry 2:
The following is a DFT calculation (ωB97M-V with the def2-TZVPD basis set) of a structure of composition C17H28NO3PSn at a distorted geometry.

Last column: Mulliken charge in e.
CARTESIAN COORDINATES (ANGSTROEM)
Sn: 0.01912 -0.02101 -0.17718  0.4913
C: -2.15005 -0.57064 0.01096  0.3442
O: -3.26974 -0.81741 -0.04882  0.0593
C: -0.32530 2.23881 -0.21058  0.2434
O: -0.44410 3.39848 -0.13678  -0.0357
C: 2.24519 -0.04203 -0.06844  0.4539
O: 3.36176 0.21242 0.08533  -0.0062
C: -1.72844 0.40483 -3.21807  0.5139
P: -0.03389 -0.04507 -2.69333  -0.1092
H: 0.54458 -1.52728 -4.32681  0.8080
H: -2.37040 -0.36717 -2.75910  0.5265
C: 1.15056 1.09358 -3.47550  0.6695
H: 0.61778 1.20326 -4.43507  0.5946
C: -1.83276 0.33470 -4.74303  -1.6508
H: -1.20370 -0.43785 -5.20445  0.5051
H: -1.60662 1.30811 -5.19452  0.4866
H: -2.87468 0.10038 -4.98049  0.4205
C: -2.16660 1.78008 -2.68572  -1.2606
H: -1.52470 2.58551 -3.06833  0.2670
C: 1.44405 -2.43885 -2.56344  -1.6494
H: -2.20365 1.82753 -1.58840  0.1807
H: -3.17943 1.95856 -3.06729  0.4932
C: -1.01015 -2.60898 -3.24621  -1.3929
H: 1.08469 -3.11848 -1.77656  0.6073
H: 1.96398 -3.05497 -3.31005  0.4004
H: 2.19425 -1.75570 -2.13769  0.2372
C: 0.26660 -1.74644 -3.28352  0.3397
H: -0.71610 -3.66580 -3.28032  0.4856
H: -1.64728 -2.41545 -4.11830  0.3833
H: -1.60254 -2.45955 -2.32858  0.2509
C: 2.54651 0.49683 -3.69706  -1.3553
H: 3.09318 0.35909 -2.75207  0.2951
H: 3.09734 1.23159 -4.29527  0.4336
H: 2.50976 -0.44305 -4.25836  0.4004
C: 1.26249 2.46656 -2.79212  -1.4074
H: 0.30998 2.90540 -2.48061  0.2395
H: 1.69322 3.14618 -3.53508  0.5037
H: 1.94930 2.45242 -1.93512  0.2894
H: 0.30038 -2.06205 -0.28010  0.0557
H: 0.23302 -1.94008 0.53534  0.3006
C: 0.63403 1.00897 4.79649  -0.0913
C: 1.32552 1.79398 3.86418  -1.0414
C: 1.14174 1.50828 2.50671  0.3112
N: 0.31383 0.50643 2.13029  0.0204
C: -0.36015 -0.25816 3.01778  0.1844
C: -0.21819 -0.02841 4.39220  -0.9487
H: 0.76056 1.20995 5.85108  0.4780
H: 1.99999 2.61148 4.10693  0.4660
H: 1.63354 2.05304 1.68910  0.3983
H: -0.99083 -1.04209 2.57392  0.3325
H: -0.78426 -0.67661 5.05836  0.4781

E_HOMO   -0.847 hartree
Net charge   +4
LUMO level   -16.050 eV

Entry 3:
The following is a DFT calculation (ωB97M-V with the def2-TZVPD basis set) of a structure of composition C2H4BaO at a distorted geometry.

Last column: Mulliken charge in e.
CARTESIAN COORDINATES (ANGSTROEM)
C: 0.30091 -0.68143 0.07038  -1.3847
C: -0.77953 0.37356 0.04914  0.3159
O: -2.01616 0.01354 -0.21400  -0.6618
Ba: 2.66283 0.44424 -0.43269  1.1610
H: 0.15932 -1.38942 -0.76538  0.3584
H: 0.40038 -1.13735 1.07037  0.3204
H: -0.06733 1.33772 -0.72355  -0.2239
H: -0.66043 1.03915 0.94574  0.1146

E_HOMO   -0.218 hartree
LUMO level   -1.569 eV
Energy above the lowest of the compared OMol25 structures with the same formula, charge and spin   54.4 kcal per mole

Entry 4:
The following is a DFT calculation (ωB97M-V with the def2-TZVPD basis set) of an isolated molecule of CHBrFI at a distorted geometry.

Last column: Mulliken charge in e.
CARTESIAN COORDINATES (ANGSTROEM)
C: -0.69688 0.42130 0.33042  -0.0270
F: -0.88139 1.71400 0.82386  -0.1310
Br: -1.08860 0.19077 -1.46917  -0.0705
I: 1.54826 -0.38854 0.77816  0.1072
H: 1.11860 -1.93753 -0.46327  0.1214

E_HOMO (alpha / beta)   -0.290 / -0.290 hartree
LUMO level (alpha / beta)   -1.718 / -1.715 eV
Energy above the lowest of the compared OMol25 structures with the same formula, charge and spin   101.6 kcal per mole

Entry 5:
The following is a DFT calculation (ωB97M-V with the def2-TZVPD basis set) of the ion C8H13N2 with charge +1 at a distorted geometry.

Last column: Mulliken spin population.
CARTESIAN COORDINATES (ANGSTROEM)
C: -0.48939 1.35294 -2.95286  0.2900
C: -0.79740 -1.54533 -1.59243  0.8732
C: 1.78596 0.26054 0.33812  0.3873
C: -0.89216 1.75859 2.07229  0.0128
C: 0.25617 0.70796 -2.08626  -0.0085
C: 0.00784 -0.51662 -1.28839  0.2322
C: 0.60779 -0.30345 0.00868  0.0478
C: -0.22108 -0.45236 1.46013  0.0665
N: -0.16411 0.75104 2.26566  0.0024
N: 0.55987 -1.50735 2.30459  0.0048
H: -0.23475 2.31312 -3.34561  0.0088
H: -1.42061 0.87291 -3.09108  0.0092
H: -0.78006 -2.20749 -0.74233  0.0336
H: -1.23523 -1.62182 -2.55716  0.0088
H: 1.96219 0.53890 1.34670  0.0098
H: 2.58316 0.41423 -0.33327  0.0070
H: -0.66755 2.64419 2.58536  0.0008
H: -1.65669 1.78229 1.33771  -0.0001
H: 1.20912 1.03075 -1.75046  0.0324
H: -1.17066 -0.89376 1.32225  -0.0207
H: 0.57410 -1.25533 3.32850  0.0011
H: 1.57627 -1.63153 1.98206  -0.0022
H: 0.02496 -2.37291 2.12261  0.0028

E_HOMO (alpha / beta)   -0.341 / -0.475 hartree
2S+1   3
Net charge   +1
LUMO level (alpha / beta)   -3.229 / -6.256 eV
Energy above the lowest of the compared OMol25 structures with the same formula, charge and spin   122.1 kcal per mole
<S²>   2.034

Entry 6:
The following is a DFT calculation (ωB97M-V with the def2-TZVPD basis set) of a structure of composition C20H27N5O2S at a distorted geometry.

Last column: Mulliken charge in e.
CARTESIAN COORDINATES (ANGSTROEM)
C: 3.43070 2.61635 -2.56491  -1.5498
H: 2.94852 3.68044 -2.23879  0.2428
C: 2.87623 1.57255 -1.66270  -0.1963
C: 3.61302 1.74132 -0.31745  0.2788
H: 3.47734 2.85727 -0.06699  0.3167
O: 5.13274 1.60278 -0.32008  -0.5614
H: 5.49067 0.70562 -0.64423  0.3472
C: 3.01130 0.66403 0.54972  -0.7086
N: 1.63027 0.81605 0.83557  -0.0247
C: 0.68935 0.14243 0.39785  -0.0101
N: 0.85943 -1.12552 -0.35834  -0.2840
C: -0.02920 -1.77142 -1.04406  0.6569
N: -1.13238 -1.29176 -0.92529  -0.4219
C: -1.67204 -0.44688 -0.08528  -0.2367
C: -0.71273 0.49326 0.45700  0.5945
C: -1.28679 1.36215 1.34890  0.5320
C: -2.57576 1.49342 1.15813  0.3974
S: -3.16196 0.06766 0.11071  -0.4518
C: -3.83088 2.43233 1.71776  -0.6418
O: -3.01732 3.34906 2.41056  -0.4590
C: -1.87456 3.11550 3.00210  0.6750
C: -2.21754 1.89570 4.27525  -1.5750
H: -1.48048 1.95301 4.96308  0.5539
H: -3.08100 2.28682 4.85352  0.3416
H: -2.62185 1.15435 3.61121  0.4173
C: -1.44066 4.46995 3.75043  -1.6500
H: -1.96827 4.89065 4.41579  0.5843
H: -1.41475 5.11942 2.91752  0.4345
H: -0.35165 4.17086 4.28013  0.2089
C: -0.74234 2.50862 2.26637  -1.8940
H: -0.46053 3.28749 1.54955  0.4231
H: -0.00234 2.12071 2.69843  1.2400
H: -4.37020 1.83840 2.46259  0.3298
H: -4.20754 2.88069 0.92074  0.5443
N: 0.47912 -2.81342 -1.64056  0.7139
C: 1.46373 -3.45613 -1.76764  1.0843
C: 1.39413 -4.37057 -2.73133  -0.9569
C: 0.11376 -4.67602 -2.63441  0.3609
N: -0.57148 -3.57416 -2.25281  -1.1287
C: -0.72321 -5.72700 -3.64462  -1.1347
H: -0.24730 -5.52186 -4.50525  0.3494
H: -0.47660 -6.78844 -3.12897  0.2713
H: -1.65565 -5.36023 -3.67014  0.3676
H: 2.35311 -5.13755 -2.96493  0.2104
C: 2.87708 -2.89574 -1.37682  -0.9254
H: 2.83494 -2.61204 -0.09182  0.1576
H: 3.80846 -3.39174 -1.44581  0.4833
H: 3.18067 -1.68480 -1.53835  -0.0858
H: 1.27781 1.73028 1.27922  0.1386
H: 3.62621 0.55340 1.56169  0.1686
H: 3.10298 -0.35659 0.22805  0.0365
H: 1.87800 1.45341 -1.68737  0.6521
H: 3.22716 0.69236 -2.11060  -0.0085
H: 4.58406 2.76407 -2.56138  0.2341
H: 3.12202 2.48571 -3.51034  0.5573

E_HOMO   -0.291 hartree
LUMO level   0.417 eV
Energy above the lowest of the compared OMol25 structures with the same formula, charge and spin   413.2 kcal per mole